# 1
Computed, not measured: a molecular structure, C14H13CoN3O6 in a non-equilibrium geometry, with the ωB97M-V functional and the def2-TZVPD basis.

Geometry as XYZ:
```
37
C14H13CoN3O6, DFT the ωB97M-V functional and the def2-TZVPD basis
C -0.4923 0.7260 -1.7068
C 1.0116 0.9011 -1.4556
C 1.1159 1.9035 -0.3948
C -0.2035 2.2736 -0.0172
C -1.1450 1.6420 -0.7858
Co -0.3429 -0.5708 -0.2261
N -2.3897 -0.7423 -0.1064
C -0.0909 -2.1874 -0.6358
C 1.2901 -1.8267 -0.6123
H 2.0247 2.3501 -0.1092
H 1.7536 0.5313 -2.0822
H -0.4013 3.0979 0.7126
H -2.2380 1.8121 -0.7960
H -0.8791 0.2947 -2.6207
H 1.7905 -1.7177 -1.6255
H -0.4050 -2.7217 0.2767
H -2.1961 -1.4912 0.6090
H 1.9179 -2.2233 0.2365
H -0.5170 -2.3853 -1.6373
O -1.2348 1.3876 2.2605
C -0.4202 0.4032 2.5279
O 0.1841 -0.3116 1.6680
C -0.2464 0.1403 4.0218
C 0.5530 -0.9281 4.4656
C 0.6852 -1.2307 5.8509
C 0.0466 -0.4569 6.8225
C -0.7407 0.6261 6.4004
C -0.8918 0.9149 5.0164
N -1.3934 1.4454 7.3936
O -1.2380 1.1507 8.6008
O -2.0832 2.4122 7.0110
N 1.4674 -2.3749 6.2514
O 2.0177 -3.0608 5.3666
O 1.5585 -2.6348 7.4726
H 1.0686 -1.5409 3.7421
H 0.1524 -0.6881 7.8816
H -1.5256 1.7562 4.7223
```

Results
Multiplicity: 4
HOMO energy (spin up / spin down): 0.66 / 1.05 eV
F_max: 6.350 eV/Å
LUMO (spin up / spin down): 0.119 / 0.117 Eh
Charge: -2



# 2
Computed, not measured: a molecular structure, C14H13CrNS in a non-equilibrium geometry, with the ωB97M-V functional and the def2-TZVPD basis.

Geometry as XYZ:
```
30
C14H13CrNS, DFT the ωB97M-V functional and the def2-TZVPD basis
Cr 0.9966 0.8206 -0.9457
C 2.2584 1.3001 -2.5228
H 1.5232 0.4954 -2.7770
H 2.0741 2.1538 -3.1752
H 3.2689 0.9009 -2.6210
H 2.2509 1.9228 -1.2202
H 1.8226 2.1145 -0.3704
S -1.9179 -1.4109 1.5207
C -2.6961 0.1349 1.1171
C -3.9182 0.6193 1.5670
C -4.3069 1.9161 1.1891
C -3.4786 2.7008 0.3697
C -2.2499 2.2082 -0.0928
C -1.8718 0.9157 0.2838
N -0.6369 0.2999 0.0238
C -0.5263 -0.9130 0.6100
C 0.7364 -1.5915 0.4911
C 0.9945 -2.8651 1.0563
C 2.2509 -3.4430 0.8784
C 3.2388 -2.7584 0.1561
C 2.9780 -1.4823 -0.3926
C 1.7359 -0.8849 -0.2311
H -4.5357 -0.0159 2.1984
H -5.2589 2.3191 1.5360
H -3.7932 3.7061 0.0873
H -1.5767 2.7995 -0.7179
H 0.2026 -3.3705 1.6119
H 2.4592 -4.4262 1.3009
H 4.2212 -3.2096 0.0176
H 3.7545 -0.9564 -0.9487
```

Results
Multiplicity: 5
HOMO energy (spin up / spin down): -6.10 / -8.43 eV
F_max: 2.227 eV/Å
LUMO (spin up / spin down): -0.013 / -0.013 Eh
Charge: 0



# 3
Computed, not measured: a molecular structure, C14H13F4IN5ORh, with the ωB97M-V functional and the def2-TZVPD basis.

Geometry as XYZ:
```
39
C14H13F4IN5ORh, DFT the ωB97M-V functional and the def2-TZVPD basis
Rh 0.7409 -0.6476 -0.0308
C -1.2699 -2.1583 -1.4805
N -0.8222 -1.9535 -0.0823
C -0.5555 -3.2801 0.5097
C -1.9112 -1.2477 0.6773
C -1.3542 -0.5556 1.9027
N -0.2236 0.2137 1.4248
C 0.4807 1.0911 2.1854
C 1.7000 1.5517 1.6708
F 2.0884 1.0466 0.4364
C 2.5224 2.4443 2.3118
F 3.6659 2.8132 1.7267
C 2.1733 2.9461 3.5506
C 0.9819 2.5038 4.0931
F 0.6028 2.9518 5.2954
C 0.1542 1.6048 3.4476
F -0.9851 1.2225 4.0583
H -2.2358 -2.6692 -1.4768
H -0.5354 -2.7624 -2.0059
H -1.3715 -1.1975 -1.9817
H -1.4436 -3.9064 0.3980
H -0.3128 -3.1786 1.5636
H 0.2796 -3.7387 -0.0150
H -2.6944 -1.9713 0.9162
H -2.3229 -0.4923 0.0063
H -1.0588 -1.2862 2.6671
H -2.1301 0.0777 2.3341
H 2.8032 3.6499 4.0721
I 1.8575 -2.1162 3.0654
C 2.0919 -1.7080 0.9856
H 2.2927 -2.6486 0.4803
H 2.9736 -1.0670 0.9446
O 1.6266 -1.5033 -1.7727
N 1.1723 -0.6798 -2.6716
C 1.1262 -1.0749 -3.9092
C 1.5473 -2.3886 -4.3061
N 1.8668 -3.4552 -4.5907
C 0.6008 -0.1653 -4.8810
N 0.1815 0.5547 -5.6721
```

Results
Relative energy (zero: lowest compared OMol25 entry of this formula, charge and spin): 0.0 kJ/mol
HOMO energy: -8.35 eV
F_max: 0.969 eV/Å
LUMO: -0.027 Eh
Charge: 0



# 4
Computed, not measured: a molecular structure, C14H13GaN3O6 in a non-equilibrium geometry, with the ωB97M-V functional and the def2-TZVPD basis.

Geometry as XYZ:
```
37
C14H13GaN3O6, DFT the ωB97M-V functional and the def2-TZVPD basis
C -1.1160 0.8987 -4.3403
C 0.2738 0.6915 -4.5993
C 1.0307 1.3946 -3.6057
C 0.0869 2.0367 -2.7089
C -1.2460 1.7435 -3.1970
Ga -0.0331 -0.1296 -2.0409
N -1.5288 -1.4181 -2.1075
C -0.6726 -2.5858 -2.2987
C 0.5776 -1.9410 -2.9185
H 2.1164 1.5486 -3.5984
H 0.6936 0.1244 -5.4349
H 0.3376 2.8245 -1.9878
H -2.1716 2.1754 -2.8018
H -1.9429 0.5174 -4.9470
H 0.4975 -1.8983 -4.0132
H -1.1394 -3.3599 -2.9381
H -2.1814 -1.5987 -1.3575
H 1.5383 -2.2438 -2.5130
H -0.3402 -3.0810 -1.3550
O 1.2297 -1.5240 0.1387
C 0.7408 -0.4490 0.4882
O 0.3267 0.5165 -0.3254
C 0.5307 -0.0808 1.9244
C -0.1945 1.0718 2.2629
C -0.4037 1.4038 3.6194
C 0.0869 0.5670 4.6371
C 0.7890 -0.6007 4.2883
C 0.9963 -0.9346 2.9328
N 1.2789 -1.4698 5.3169
O 1.0757 -1.1704 6.5094
O 1.8928 -2.4998 4.9690
N -1.1336 2.5895 3.9606
O -1.5639 3.3099 3.0361
O -1.3135 2.8531 5.1653
H -0.5767 1.7312 1.4911
H -0.0793 0.8209 5.6843
H 1.5372 -1.8339 2.6641
```

Results
HOMO energy: -3.90 eV
F_max: 2.890 eV/Å
LUMO: 0.024 Eh
Charge: -1